ORCA calculation (ωB97M-V/def2-TZVPD) on a molecular structure, C41H48CdN5O2S3 at a distorted geometry.

Its total charge is +1. The HOMO-LUMO gap is 7.19 eV. The LUMO energy comes out at -3.1 eV. The HOMO energy is -10.287 eV. The calculation puts the relative energy (zero: lowest compared OMol25 entry of this formula, charge and spin) at 0.7221 eV. As for the spin multiplicity: 1.

Cartesian coordinates (Å):
Cd  -1.10342  0.55586  -1.29103
C  5.95258  2.01536  -1.39723
C  5.38858  0.59696  -1.52423
C  6.02728  -0.07924  -2.74503
C  5.73118  -0.19694  -0.25513
C  3.88108  0.61026  -1.67353
C  3.19368  -0.48574  -2.19453
C  1.81828  -0.44214  -2.31903
N  1.08678  0.60016  -1.94713
C  1.72388  1.67726  -1.48253
C  3.10568  1.70786  -1.31623
C  0.91208  2.88016  -1.22193
C  1.45798  4.13686  -1.46163
C  0.70358  5.28626  -1.26113
C  -0.61142  5.09116  -0.83643
C  -1.08492  3.80616  -0.63283
N  -0.34562  2.71726  -0.80943
C  1.27608  6.67006  -1.49503
C  0.96128  7.56176  -0.28523
C  2.79428  6.62946  -1.69723
C  0.62538  7.25956  -2.75433
H  7.03808  1.98116  -1.42193
H  5.66118  2.47326  -0.45593
H  5.61288  2.64006  -2.21973
H  7.10618  0.03766  -2.70943
H  5.66828  0.36896  -3.66863
H  5.81778  -1.14424  -2.77303
H  6.80818  -0.21354  -0.11673
H  5.37608  -1.22224  -0.32413
H  5.28148  0.26626  0.62037
H  3.71738  -1.37324  -2.50603
H  1.28288  -1.27654  -2.74783
H  3.56178  2.59156  -0.90023
H  2.46618  4.20506  -1.82863
H  -1.26832  5.92966  -0.67153
H  -2.10072  3.63336  -0.29953
H  1.33058  7.11096  0.63427
H  -0.10652  7.73406  -0.18143
H  1.44068  8.52996  -0.40533
H  3.28808  6.14656  -0.85783
H  3.18338  7.64056  -1.77643
H  3.05238  6.10396  -2.61293
H  -0.45092  7.35226  -2.63733
H  0.82408  6.62976  -3.61843
H  1.03458  8.24766  -2.94913
S  -2.82522  -1.72494  -1.35273
C  -2.40312  -2.42454  0.09707
N  -3.25022  -2.56534  1.12007
C  -2.79102  -3.23264  2.31797
C  -1.96662  -4.45484  1.93627
N  -0.88982  -4.04674  1.06147
C  0.33688  -4.82884  1.07377
C  1.20048  -4.45244  2.25027
C  1.14278  -5.15704  3.44587
C  1.88468  -4.74954  4.54217
C  2.68588  -3.62494  4.45517
C  2.76748  -2.92794  3.25987
C  2.03458  -3.34304  2.16187
C  -1.05562  -3.01194  0.23087
S  0.17898  -2.42054  -0.69983
C  -4.63292  -2.12554  1.06517
C  -5.55692  -3.31054  0.93267
C  -6.32232  -3.74644  2.00577
C  -7.12752  -4.86464  1.87527
C  -7.16852  -5.55824  0.67857
C  -6.40352  -5.12824  -0.39423
C  -5.59972  -4.00954  -0.26873
H  -3.65452  -3.53524  2.90987
H  -2.17172  -2.54824  2.91367
H  -2.60452  -5.19594  1.43957
H  -1.53732  -4.90804  2.83087
H  0.86448  -4.62054  0.14117
H  0.07158  -5.88634  1.10737
H  0.52748  -6.03974  3.53507
H  1.84188  -5.31344  5.46267
H  3.25388  -3.30014  5.31397
H  3.40408  -2.05594  3.18007
H  2.10748  -2.81284  1.22367
H  -4.72572  -1.46454  0.20017
H  -4.85342  -1.56774  1.97847
H  -6.30632  -3.20344  2.94017
H  -7.71362  -5.20094  2.71437
H  -7.80632  -6.42254  0.57377
H  -6.42602  -5.66844  -1.32983
H  -5.00612  -3.66174  -1.10393
C  -4.42242  2.05506  -2.91583
C  -3.18552  1.49926  -2.25113
O  -2.20852  1.18056  -2.96953
O  -3.16042  1.36026  -1.00523
H  -4.16242  2.46556  -3.88673
H  -4.88382  2.81176  -2.28553
H  -5.12552  1.23366  -3.05283
S  -1.65492  0.14986  3.44467
C  -0.06332  -0.39674  3.08607
C  0.16568  -0.31474  1.75107
N  -0.88012  0.15406  1.02347
C  -1.90002  0.43476  1.76867
H  0.60078  -0.73394  3.85707
H  1.07948  -0.59954  1.26117
H  -2.82252  0.82296  1.37697

Here are the Löwdin charges for atoms 1 to 6, given in e:
1 Cd 1.3488
2 C -0.0519
3 C -0.5541
4 C -0.0413
5 C -0.0299
6 C -0.1419